(1)
Below is a 5-piece molecular cluster, C27H59I2N4O8PSi overall at a distorted geometry, with properties calculated with the ωB97M-V functional and the def2-TZVPD basis.

Each line ends with the Löwdin charge.
Geometry (Å):
1 C 1.28705 -0.78771 4.42995  -0.1083
2 C 0.22672 -1.86922 4.14214  -0.2383
3 C -0.10671 -2.00560 2.64249  -0.2548
4 C 1.15840 -2.27114 1.78866  -0.2274
5 Si 0.97166 -1.80144 -0.04736  0.6123
6 C -0.77613 -2.35543 -0.58543  -0.1666
7 C -1.82712 -1.31994 -0.32431  -0.3555
8 O -2.06081 -0.41685 -1.05344  0.0302
9 C 2.30186 -2.83981 -0.94066  -0.3064
10 C 2.21789 -2.79020 -2.49261  -0.2880
11 P 1.29516 -4.21276 -3.19924  0.5043
12 O 2.25676 -5.23635 -3.59537  -0.2601
13 O 0.33677 -4.86737 -2.06187  -0.2277
14 C -0.92491 -5.36904 -2.55086  -0.2634
15 C -1.89622 -5.59610 -1.36667  -0.0650
16 O 0.44984 -3.61354 -4.43675  -0.2318
17 C 0.69848 -4.26525 -5.71519  -0.2615
18 C 2.00570 -3.81412 -6.35162  -0.0777
19 C 1.15505 0.08495 -0.35054  -0.7390
20 I 2.95263 0.54236 -1.47467  0.8709
21 C 1.20576 0.92763 1.00632  -0.7856
22 C -0.19796 1.33689 1.48266  -0.1608
23 I 2.41897 2.71698 0.64777  0.7104
24 H 1.29778 -0.50955 5.48771  0.0718
25 H 2.27669 -1.22307 4.21706  0.0483
26 H 1.19379 0.11111 3.81418  0.0549
27 H 0.63631 -2.82974 4.47266  0.1077
28 H -0.67112 -1.65730 4.73142  0.1026
29 H -0.74162 -1.19011 2.28418  0.0746
30 H -0.71831 -2.91502 2.57208  0.1055
31 H 1.34272 -3.35218 1.77610  0.0869
32 H 2.06412 -1.77831 2.15825  0.0715
33 H -0.83525 -2.62048 -1.64672  0.0853
34 H -1.05586 -3.26174 -0.03767  0.0730
35 H -2.45590 -1.40355 0.59093  0.1302
36 H 3.25679 -2.49718 -0.53539  0.0625
37 H 2.10639 -3.86857 -0.61674  0.0697
38 H 1.76032 -1.87277 -2.87157  0.0381
39 H 3.22993 -2.89997 -2.88326  0.0941
40 H -1.42538 -4.67115 -3.22646  0.1067
41 H -0.73083 -6.30904 -3.07609  0.1198
42 H -1.39558 -5.52343 -0.40155  0.0727
43 H -2.65807 -4.81189 -1.39538  0.0675
44 H -2.39758 -6.55104 -1.52889  0.0735
45 H 0.64134 -5.34439 -5.56685  0.1103
46 H -0.11348 -3.94205 -6.37066  0.1157
47 H 2.06369 -4.19755 -7.37322  0.0797
48 H 2.04912 -2.72197 -6.31037  0.0834
49 H 2.88125 -4.19584 -5.82348  0.0678
50 H 0.30200 0.44215 -0.93269  0.0332
51 H 1.76973 0.37618 1.75316  0.0297
52 H -1.00241 0.92511 0.86678  0.0594
53 H -0.34043 0.97532 2.50389  0.0629
54 H -0.32630 2.41938 1.48987  0.0424
55 C 3.89478 5.57798 -4.50244  -0.0132
56 C 3.65570 4.20080 -3.93117  -0.5555
57 O 4.46291 3.29371 -4.06800  0.0177
58 N 2.50010 3.99265 -3.24853  0.0023
59 C 1.42876 4.93210 -2.97960  -0.0784
60 H 4.85277 5.58490 -5.01447  0.0808
61 H 3.11439 5.83276 -5.22087  0.0828
62 H 3.92144 6.32157 -3.70458  0.0827
63 H 2.40946 3.05100 -2.89666  0.0392
64 H 1.30361 5.02920 -1.89923  0.0636
65 H 0.50044 4.54610 -3.40492  0.0843
66 H 1.63646 5.90880 -3.40464  0.0718
67 C -4.37933 2.22741 1.58545  -0.0147
68 C -3.93530 1.85935 2.97874  -0.5552
69 O -3.65204 0.71040 3.28755  0.0171
70 N -3.85580 2.85691 3.89722  0.0059
71 C -4.14787 4.26784 3.71942  -0.0729
72 H -4.39255 1.32854 0.97459  0.0678
73 H -5.38473 2.64931 1.60303  0.0929
74 H -3.68330 2.94109 1.14099  0.0906
75 H -3.55279 2.54156 4.80572  0.1386
76 H -3.25313 4.84884 3.94967  0.0824
77 H -4.94028 4.55787 4.41138  0.0828
78 H -4.46354 4.48614 2.70451  0.0754
79 C 4.52287 -0.04753 6.75544  -0.0107
80 C 4.76280 0.17978 5.28283  -0.5483
81 O 4.48213 -0.66154 4.44328  0.0162
82 N 5.30790 1.36622 4.90680  0.0094
83 C 5.70512 2.48094 5.74596  -0.0752
84 H 4.08640 -1.03284 6.89277  0.0828
85 H 5.46384 -0.00418 7.30554  0.0839
86 H 3.82925 0.69789 7.14732  0.0842
87 H 5.43871 1.44844 3.90991  0.1395
88 H 5.14632 3.36932 5.44655  0.0829
89 H 6.76979 2.67351 5.60293  0.0830
90 H 5.51739 2.27832 6.79510  0.0715
91 C -7.22165 2.45772 -2.99324  -0.0121
92 C -6.12005 2.72049 -1.99552  -0.5536
93 O -6.01701 3.78851 -1.40874  0.0197
94 N -5.23031 1.72280 -1.76081  0.0126
95 C -5.17876 0.39635 -2.34240  -0.0752
96 H -7.84578 3.34346 -3.06962  0.0811
97 H -6.80097 2.24255 -3.97639  0.0837
98 H -7.84161 1.62259 -2.66430  0.0834
99 H -4.52349 1.96635 -1.08501  0.1073
100 H -5.25165 -0.33849 -1.53849  0.0822
101 H -4.21613 0.27709 -2.84094  0.0785
102 H -5.97798 0.22716 -3.05680  0.0730

Computed properties:
**Gap between HOMO and LUMO**: 7.9 eV
**Energy**: -84667.485 eV
**Spin multiplicity**: 1
**Lowest unoccupied orbital energy**: 0.01 eV
**HOMO level**: -0.2883 Ha

---

(2)
Below is a 7-piece molecular cluster, C27H60N2O5 overall at a distorted geometry, with properties calculated with the ωB97M-V functional and the def2-TZVPD basis.

Each line ends with the Löwdin charge.
Geometry (Å):
1 C 1.56825 3.29560 -0.85031  -0.0842
2 C 1.06551 2.10148 -1.64433  -0.2777
3 N 0.50862 1.05080 -0.82886  -0.1690
4 C 0.30585 -0.14743 -1.66753  -0.2464
5 C -0.25587 -1.33484 -0.93719  -0.0695
6 C -0.66756 1.46777 -0.08701  -0.2544
7 C -1.75974 2.17633 -0.90367  -0.0638
8 H 1.99145 4.05960 -1.49977  0.0741
9 H 2.26825 3.02612 -0.05441  0.0665
10 H 0.76334 3.77664 -0.27548  0.0585
11 H 0.31329 2.46223 -2.37185  0.1075
12 H 1.88397 1.70983 -2.25130  0.1151
13 H -0.32044 0.07331 -2.54368  0.0920
14 H 1.30527 -0.39670 -2.03253  0.0960
15 H -0.35902 -2.19819 -1.59342  0.0728
16 H 0.40833 -1.63146 -0.11886  0.0593
17 H -1.23988 -1.11377 -0.52347  0.0709
18 H -0.30924 2.13687 0.70261  0.0686
19 H -1.08872 0.63425 0.46971  0.0944
20 H -1.48790 3.20129 -1.14270  0.0681
21 H -2.69571 2.14435 -0.33737  0.0570
22 H -1.98491 1.59752 -1.80390  0.0609
23 C 4.52156 -5.26806 3.52115  -0.0974
24 C 3.12027 -4.70071 3.39438  -0.2529
25 N 3.01599 -3.70522 2.33204  -0.2000
26 C 3.95222 -2.60830 2.40754  -0.2633
27 C 4.18380 -1.94316 1.07032  -0.0920
28 C 1.71055 -3.26062 1.93416  -0.2733
29 C 0.64747 -4.36014 1.91087  -0.0815
30 H 4.84878 -5.64879 2.55098  0.0814
31 H 4.47545 -6.15754 4.15992  0.0735
32 H 5.27279 -4.61020 3.94711  0.0608
33 H 2.46787 -5.53176 3.14283  0.0981
34 H 2.77286 -4.26975 4.35181  0.1250
35 H 3.56803 -1.83568 3.10500  0.1191
36 H 4.92568 -2.90750 2.78545  0.1005
37 H 4.42076 -2.66308 0.28994  0.0557
38 H 3.37433 -1.29187 0.72937  0.0652
39 H 5.02150 -1.24150 1.16604  0.0793
40 H 1.75941 -2.84773 0.91890  0.0750
41 H 1.37915 -2.38538 2.53360  0.1176
42 H 0.47420 -4.74841 2.91609  0.0659
43 H 1.01556 -5.19554 1.31086  0.0764
44 H -0.30605 -4.02128 1.51435  0.0704
45 C 0.85947 3.29568 2.85274  -0.0171
46 C 0.62106 2.21999 3.90970  -0.5001
47 C 0.55327 0.79341 3.43551  -0.0123
48 O 0.48992 2.50187 5.07371  0.0618
49 H 1.11843 4.19950 3.40603  0.0852
50 H -0.05732 3.44444 2.28903  0.0685
51 H 1.73495 3.03010 2.26184  0.0743
52 H -0.16922 0.65737 2.63396  0.0662
53 H 0.33115 0.15364 4.28569  0.0872
54 H 1.54327 0.53325 3.04505  0.0827
55 C 4.02629 -2.36512 -2.61842  -0.0173
56 C 2.69918 -3.06698 -2.77661  -0.4914
57 C 2.42469 -4.33827 -1.99125  -0.0077
58 O 1.82922 -2.57563 -3.45214  0.0486
59 H 4.68850 -2.90157 -1.94321  0.0619
60 H 3.81860 -1.39437 -2.15486  0.0838
61 H 4.49344 -2.13260 -3.57267  0.0860
62 H 3.12336 -4.45252 -1.15979  0.0686
63 H 2.60105 -5.20438 -2.63296  0.0897
64 H 1.39346 -4.29400 -1.65658  0.0757
65 C -5.22329 4.27566 -1.49558  -0.0251
66 C -6.30083 3.79426 -2.41686  -0.5128
67 C -6.31993 2.31641 -2.69560  -0.0222
68 O -7.13777 4.53518 -2.87079  0.0727
69 H -5.35895 3.79288 -0.52023  0.0806
70 H -5.22446 5.35595 -1.37879  0.0829
71 H -4.21561 3.94948 -1.77208  0.0734
72 H -5.47381 2.07670 -3.34981  0.0879
73 H -7.24516 2.04981 -3.20056  0.0814
74 H -6.19046 1.69706 -1.80801  0.0821
75 C -2.64074 3.27481 4.92969  -0.0220
76 C -3.22420 2.47922 3.79331  -0.5031
77 C -3.87127 3.24670 2.66871  -0.0255
78 O -3.14818 1.27054 3.76395  0.0639
79 H -1.82113 3.86108 4.50412  0.0775
80 H -2.26410 2.59168 5.68312  0.0837
81 H -3.34077 3.98824 5.36619  0.0876
82 H -4.92151 3.42904 2.91160  0.0906
83 H -3.84772 2.66999 1.74494  0.0614
84 H -3.39492 4.21260 2.49333  0.0816
85 C -0.57461 1.02129 -5.41432  -0.0185
86 C -1.67982 0.08068 -4.98610  -0.5080
87 C -1.98339 -1.06754 -5.90396  -0.0205
88 O -2.33512 0.29002 -3.99129  0.0467
89 H -0.53988 1.14456 -6.49487  0.0799
90 H 0.36436 0.62802 -5.01953  0.0875
91 H -0.77312 1.99775 -4.97267  0.0808
92 H -2.55525 -0.65612 -6.74608  0.0934
93 H -2.63488 -1.79365 -5.42564  0.0829
94 H -1.08158 -1.50552 -6.32830  0.0849

Computed properties:
**Gap between HOMO and LUMO**: 8.8 eV
**Energy**: -42188.948 eV
**Spin multiplicity**: 1
**Lowest unoccupied orbital energy**: 0.58 eV
**Energy above the lowest of the compared OMol25 structures with the same formula, charge and spin**: 0.00 kJ/mol
**SMILES**: CCN(CC)CC.CCN(CC)CC.CC(C)=O.CC(C)=O.CC(C)=O.CC(C)=O.CC(C)=O
**HOMO level**: -0.3026 Ha